[1]
# C3H12NO2

2 unconnected molecules or ions with the total composition C3H12NO2 in a non-equilibrium geometry (ωB97M-V/def2-TZVPD, the Open Molecules 2025 dataset).

Results
expectation value of S²: 0.75
2S+1: 2
LUMO level (spin up / spin down): 0.57 / 0.46 eV
charge: 0
energy relative to the best compared isomer or geometry (same formula, charge and spin): 64.1 kcal per mole
HOMO level (spin up / spin down): -0.1155 / -0.4027 Ha

XYZ file:
```
18
Properties=species:S:1:pos:R:3:forces:R:3
C -0.238 0.530 0.285 1.660 -0.087 1.372
O 1.227 0.790 0.338 -0.709 -0.084 -0.992
C -0.528 -0.945 0.676 0.577 -0.626 1.192
C -1.627 -1.784 -0.014 -2.240 -0.071 -1.406
N 0.713 -1.763 0.400 -0.710 0.216 2.963
H -0.632 1.264 1.005 -0.342 -0.598 -0.215
H -0.691 0.635 -0.647 -0.350 0.813 -1.898
H 1.621 1.304 -0.425 -1.219 -0.729 0.920
H -0.674 -0.957 1.817 0.231 -0.365 -1.678
H -2.497 -1.086 -0.150 0.397 -0.722 0.053
H -2.032 -2.694 0.558 0.962 1.509 -0.266
H -1.448 -2.249 -1.075 0.290 1.327 1.941
H 1.234 -1.542 -0.403 0.691 0.448 -2.298
H 1.401 -1.626 1.161 0.334 -0.128 0.471
H 0.414 -2.740 0.442 0.429 -0.815 -0.184
H 0.564 4.190 -0.862 1.475 0.181 -0.957
H 1.823 4.712 -1.713 0.325 1.510 -0.242
O 1.370 3.961 -1.394 -1.803 -1.779 1.224
```
Positions in Å, forces in eV/Å.

[2]
# C15H31HgNO3P2

A molecular structure, C15H31HgNO3P2 in a non-equilibrium geometry (ωB97M-V/def2-TZVPD, the Open Molecules 2025 dataset).

Results
LUMO level: -2.60 eV
charge: 0
energy relative to the best compared isomer or geometry (same formula, charge and spin): 51.4 kcal per mole
HOMO level: -0.2907 Ha

XYZ file:
```
53
Properties=species:S:1:pos:R:3:forces:R:3
P -4.413 2.507 -0.159 -0.924 2.975 -0.532
P -3.468 0.490 -2.547 0.499 1.133 -3.091
C -5.157 2.650 -1.902 0.304 -1.174 1.154
C -5.175 1.239 -2.497 -0.716 -0.638 -0.371
H -4.486 3.330 -2.441 0.115 -0.227 0.179
H -6.126 3.148 -1.847 -0.171 -0.384 -0.241
H -5.786 0.579 -1.838 -0.214 0.323 -0.447
H -5.593 1.271 -3.510 -0.226 -0.375 0.243
C -3.164 1.269 -4.310 0.549 0.640 0.366
H -2.180 0.985 -4.730 -0.431 0.038 0.404
H -3.201 2.368 -4.270 -0.153 -0.439 -0.065
H -3.938 0.918 -5.016 0.159 -0.091 0.652
C -3.328 -1.159 -3.355 -0.049 -0.461 -0.063
H -3.329 -1.113 -4.452 -0.299 0.023 0.393
H -4.059 -1.893 -3.030 0.003 -0.325 0.125
H -2.323 -1.512 -3.053 -0.506 -0.034 0.115
C -5.054 4.303 0.179 0.512 -0.443 0.149
H -4.898 4.534 1.250 -0.136 0.093 -0.514
H -6.137 4.368 -0.076 0.721 -0.141 0.326
H -4.490 5.026 -0.442 -0.427 -0.517 0.408
C -5.495 1.765 1.130 -0.554 -0.353 -0.332
H -5.833 0.772 0.796 -0.165 0.120 0.479
H -6.352 2.372 1.447 0.092 -0.235 -0.199
H -4.800 1.652 1.978 -0.349 -0.163 -0.196
Hg -4.026 -0.780 -0.213 0.671 0.360 -0.005
C -1.228 3.371 -2.888 -1.059 -1.152 1.014
C -1.807 4.539 -3.197 0.254 -0.755 -0.417
C -1.285 5.864 -2.769 -0.219 0.726 0.338
C -0.857 5.772 -1.264 -0.124 0.432 -0.883
C -1.911 5.258 -0.337 -0.729 -1.220 0.233
C -2.005 4.001 0.150 1.087 0.781 0.182
C -1.135 2.823 -0.226 0.470 0.109 0.128
C -0.476 2.789 -1.670 0.570 -0.547 0.169
C -2.409 -1.200 1.054 0.194 -0.371 0.778
H -1.586 2.515 -3.461 0.104 0.598 0.265
H -2.683 4.476 -3.869 0.824 0.290 -0.179
H -2.037 6.687 -2.959 0.828 -0.806 0.301
H -0.379 6.056 -3.410 -0.856 0.169 0.683
H 0.036 5.140 -1.231 -0.155 0.371 0.231
H -0.626 6.784 -0.921 0.379 -0.111 -0.020
H -2.738 5.929 -0.089 0.609 0.211 0.287
H -2.645 3.816 1.025 0.117 0.237 -0.665
H -1.711 1.885 -0.038 0.406 0.741 -0.328
H -0.274 2.792 0.485 -0.541 -0.097 -0.370
H 0.570 3.124 -1.507 -0.555 -0.050 -0.557
H -0.432 1.697 -1.896 0.401 0.787 0.180
H -2.743 -2.073 1.593 0.149 -0.052 0.374
H -2.047 -0.364 1.663 -0.672 -0.065 -0.187
H -1.714 -1.446 0.272 0.567 -0.179 -0.546
O -0.197 -1.469 -1.093 0.009 -1.027 -0.579
N -0.360 -2.648 -1.576 -0.204 0.548 0.328
O 0.587 -3.263 -2.094 -1.276 0.574 0.567
O -1.541 -3.136 -1.493 1.115 0.149 -0.267
```
Positions in Å, forces in eV/Å.

[3]
# CH4ClN2P

CH4ClN2P in the gas phase in a non-equilibrium geometry (ωB97M-V/def2-TZVPD, the Open Molecules 2025 dataset).

Results
structure (SMILES): C/N=N/PCl
LUMO level (spin up / spin down): -1.08 / -0.39 eV
charge: 0
energy relative to the best compared isomer or geometry (same formula, charge and spin): 49.7 kcal per mole
HOMO level (spin up / spin down): -0.3338 / -0.3164 Ha

XYZ file:
```
9
Properties=species:S:1:pos:R:3:forces:R:3
C -0.717 1.584 -0.188 0.002 -0.368 -2.147
N -0.479 0.255 -0.589 4.067 -4.341 3.367
N 0.471 -0.436 0.417 -3.835 5.772 -4.263
P 0.483 -1.992 0.442 -1.330 -2.135 1.700
Cl 2.283 -2.310 1.152 1.592 -0.713 0.496
H -1.306 1.593 0.660 -0.945 0.379 2.158
H -1.325 1.869 -1.017 -0.799 0.955 -0.483
H 0.120 2.233 -0.209 1.089 0.504 0.565
H 0.469 -2.795 -0.668 0.158 -0.053 -1.394
```
Positions in Å, forces in eV/Å.

- Which of these has the lowest energy relative to the best compared isomer or geometry (same formula, charge and spin)?
  CH4ClN2P